Entry 1:
Here is 12 unconnected molecules or ions with the total composition C62H107NO25P in a non-equilibrium geometry from OMol25. Energies are from ωB97M-V/def2-TZVPD.

Cartesian coordinates (Å):
1 C -0.80 -20.79 1.67
2 C -1.57 -20.46 2.99
3 C -3.03 -20.31 2.76
4 C -3.79 -21.57 2.36
5 C -3.72 -22.64 3.39
6 C -2.31 -22.90 3.90
7 N -1.45 -21.60 3.98
8 O -0.31 -21.67 4.63
9 C -1.55 -23.89 3.01
10 C -2.32 -23.54 5.31
11 C -0.98 -19.13 3.56
12 H -0.80 -19.85 1.12
13 H -1.37 -21.51 1.08
14 H 0.24 -21.10 1.83
15 H -3.26 -19.58 1.98
16 H -3.55 -19.79 3.56
17 H -3.39 -21.99 1.43
18 H -4.84 -21.35 2.17
19 H -4.23 -23.58 3.14
20 H -4.29 -22.31 4.26
21 H -2.19 -24.74 2.79
22 H -0.64 -24.26 3.49
23 H -1.31 -23.45 2.03
24 H -1.29 -23.68 5.66
25 H -2.73 -24.55 5.36
26 H -2.85 -22.95 6.06
27 H -0.07 -19.17 4.15
28 H -1.73 -18.61 4.17
29 H -0.81 -18.38 2.79
30 C -1.88 -21.74 8.27
31 C -1.64 -20.76 7.31
32 C -0.46 -20.04 7.48
33 C 0.54 -20.43 8.37
34 C 0.32 -21.52 9.21
35 C -0.93 -22.11 9.19
36 O -1.17 -23.13 10.07
37 O -0.27 -18.98 6.59
38 H -2.79 -22.31 8.12
39 H -2.36 -20.57 6.52
40 H 1.51 -19.95 8.38
41 H 1.06 -21.85 9.92
42 H -1.97 -22.92 10.56
43 H 0.58 -18.53 6.66
44 C 0.87 -25.21 7.21
45 C 1.33 -24.92 5.94
46 C 1.27 -25.90 4.94
47 C 0.73 -27.19 5.24
48 C 0.38 -27.41 6.54
49 C 0.40 -26.47 7.54
50 O 0.09 -26.82 8.86
51 O 1.44 -25.60 3.63
52 H 0.85 -24.38 7.91
53 H 1.53 -23.87 5.79
54 H 0.57 -28.00 4.54
55 H 0.03 -28.38 6.88
56 H 0.38 -27.74 8.92
57 H 1.68 -26.35 3.08
58 C -2.67 -24.55 -0.91
59 C -3.48 -25.57 -0.50
60 C -2.91 -26.45 0.42
61 C -1.56 -26.40 0.73
62 C -0.67 -25.42 0.21
63 C -1.31 -24.46 -0.60
64 O -0.62 -23.24 -0.76
65 O -3.68 -27.43 0.96
66 H -3.06 -23.72 -1.49
67 H -4.52 -25.63 -0.80
68 H -1.05 -27.14 1.32
69 H 0.41 -25.49 0.20
70 H -1.21 -22.61 -1.17
71 H -3.28 -28.04 1.58
72 C 4.84 -21.69 1.03
73 C 4.33 -21.99 2.29
74 C 3.19 -22.78 2.31
75 C 2.52 -23.29 1.18
76 C 3.07 -22.93 -0.05
77 C 4.24 -22.16 -0.11
78 O 4.65 -21.72 -1.31
79 O 2.70 -23.17 3.52
80 H 5.74 -21.10 1.00
81 H 4.82 -21.69 3.21
82 H 1.63 -23.90 1.07
83 H 2.62 -23.20 -0.99
84 H 5.03 -20.85 -1.41
85 H 2.29 -24.05 3.47
86 C -5.49 -14.68 2.37
87 C -4.44 -15.26 1.63
88 C -4.39 -16.63 1.37
89 C -5.44 -17.38 1.80
90 C -6.49 -16.81 2.50
91 C -6.57 -15.46 2.80
92 O -7.56 -15.00 3.56
93 O -3.43 -17.16 0.56
94 H -5.60 -13.61 2.46
95 H -3.66 -14.65 1.20
96 H -5.47 -18.44 1.59
97 H -7.28 -17.45 2.88
98 H -7.40 -14.15 3.99
99 H -2.57 -16.72 0.53
100 C 1.39 -18.82 -1.19
101 O 1.72 -17.73 -0.37
102 P 0.70 -16.70 0.25
103 O -0.72 -17.04 0.34
104 O 1.38 -16.41 1.68
105 C 0.69 -15.67 2.67
106 O 1.01 -15.41 -0.66
107 C 0.87 -15.42 -2.09
108 H 0.31 -18.85 -1.36
109 H 1.77 -19.78 -0.82
110 H 1.79 -18.68 -2.19
111 H 0.84 -16.18 3.63
112 H -0.38 -15.66 2.46
113 H 1.00 -14.63 2.61
114 H 0.15 -16.16 -2.43
115 H 1.75 -15.58 -2.72
116 H 0.45 -14.46 -2.38
117 C 2.60 -19.15 3.81
118 O 2.38 -18.70 5.14
119 C 3.22 -17.67 5.58
120 C 2.86 -17.41 7.03
121 O 1.58 -16.87 7.28
122 C 1.28 -16.51 8.61
123 H 2.09 -20.10 3.65
124 H 3.64 -19.06 3.51
125 H 2.06 -18.47 3.14
126 H 3.03 -16.78 4.97
127 H 4.26 -17.88 5.33
128 H 3.55 -16.63 7.39
129 H 3.12 -18.36 7.49
130 H 0.30 -16.03 8.64
131 H 2.00 -15.72 8.86
132 H 1.31 -17.35 9.30
133 C -7.73 -24.04 2.82
134 O -8.44 -24.88 1.94
135 C -7.60 -26.02 1.59
136 C -8.33 -26.69 0.40
137 O -8.63 -25.89 -0.73
138 C -7.47 -25.52 -1.46
139 H -6.71 -23.81 2.51
140 H -7.79 -24.33 3.87
141 H -8.39 -23.18 2.75
142 H -7.64 -26.70 2.44
143 H -6.54 -25.83 1.44
144 H -9.18 -27.18 0.87
145 H -7.81 -27.59 0.04
146 H -6.84 -26.36 -1.75
147 H -6.72 -24.90 -0.96
148 H -7.92 -25.03 -2.32
149 C -6.15 -16.95 6.04
150 O -5.35 -17.55 7.07
151 C -4.68 -18.77 6.70
152 C -5.66 -19.96 6.64
153 O -5.04 -21.24 6.42
154 C -5.89 -22.32 6.81
155 H -6.48 -15.98 6.43
156 H -7.08 -17.51 5.91
157 H -5.54 -16.78 5.16
158 H -3.85 -18.99 7.37
159 H -4.16 -18.54 5.77
160 H -6.39 -19.72 5.87
161 H -6.24 -20.02 7.56
162 H -5.49 -23.34 6.83
163 H -6.82 -22.23 6.25
164 H -6.09 -22.17 7.88
165 C -6.19 -26.42 7.70
166 O -4.98 -26.78 8.32
167 C -3.81 -26.72 7.51
168 C -3.87 -27.73 6.34
169 O -4.68 -27.18 5.32
170 C -4.46 -27.62 4.03
171 H -6.98 -26.16 8.41
172 H -6.51 -27.21 7.02
173 H -6.07 -25.51 7.10
174 H -3.06 -27.04 8.24
175 H -3.51 -25.72 7.21
176 H -4.18 -28.74 6.64
177 H -2.84 -27.81 6.00
178 H -4.89 -26.95 3.28
179 H -4.89 -28.57 3.73
180 H -3.39 -27.61 3.81
181 C -2.43 -15.60 5.43
182 O -1.66 -14.42 5.41
183 C -0.82 -14.20 6.55
184 C -0.71 -12.71 6.89
185 O -1.92 -12.09 7.27
186 C -1.75 -10.91 8.00
187 H -1.73 -16.44 5.55
188 H -3.11 -15.62 4.58
189 H -3.05 -15.54 6.33
190 H 0.17 -14.58 6.29
191 H -1.15 -14.77 7.43
192 H -0.22 -12.27 6.02
193 H 0.06 -12.50 7.64
194 H -2.64 -10.72 8.61
195 H -1.69 -9.99 7.42
196 H -0.96 -10.93 8.75

As for the gap between HOMO and LUMO: 4.1877 eV. The LUMO energy comes out at -0.20145 Ha. The charge is +1. As for the HOMO energy: -9.6694 eV.

These are the Löwdin partial charges, in e, on atoms 1 to 6: atom 1 (C): 0.041, atom 2 (C): -0.391, atom 3 (C): -0.135, atom 4 (C): -0.155, atom 5 (C): -0.134, atom 6 (C): -0.371

***

Entry 2:
Here is 2 unconnected molecules or ions with the total composition C2H8OS2 in a non-equilibrium geometry from OMol25. Energies are from ωB97M-V/def2-TZVPD.

Cartesian coordinates (Å):
1 C 0.44 2.58 -0.26
2 C -0.12 1.38 -1.00
3 S 0.69 -0.15 -0.35
4 S -0.38 -1.64 -0.95
5 H 1.52 2.68 -0.37
6 H 0.29 2.47 0.82
7 H 0.03 3.52 -0.62
8 H 0.11 1.38 -2.07
9 H -1.20 1.28 -0.89
10 H -0.05 -1.93 -2.20
11 O -0.92 -0.43 3.44
12 H -1.20 0.47 3.39
13 H 0.03 -0.37 3.17

As for the gap between HOMO and LUMO: 9.6662 eV. The LUMO energy comes out at 0.02365 Ha. The charge is 0. Its SMILES is CCSS.O. As for the HOMO energy: -9.0226 eV.

These are the Löwdin partial charges, in e, on atoms 1 to 6: atom 1 (C): -0.188, atom 2 (C): -0.577, atom 3 (S): 0.352, atom 4 (S): 0.295, atom 5 (H): 0.069, atom 6 (H): 0.062

***

Entry 3:
Here is a gas-phase ion, C2H3O3Si (charge -1) in a non-equilibrium geometry from OMol25. Energies are from ωB97M-V/def2-TZVPD.

Cartesian coordinates (Å):
1 O 3.33 0.67 -0.15
2 C 2.26 0.07 -0.20
3 C 1.18 -0.40 0.38
4 O 0.89 -1.62 0.47
5 O 0.01 0.47 0.33
6 Si -1.52 0.24 -0.09
7 H -2.41 -0.94 0.40
8 H -1.71 0.02 -1.40
9 H -2.02 1.50 0.26

As for the gap between HOMO and LUMO: 5.8512 eV. The LUMO energy comes out at 0.13622 Ha. The charge is -1. Its SMILES is O=C=C([O-])O[SiH3]. As for the HOMO energy: -2.1445 eV.

These are the Löwdin partial charges, in e, on atoms 1 to 6: atom 1 (O): -0.036, atom 2 (C): -0.176, atom 3 (C): -0.604, atom 4 (O): -0.111, atom 5 (O): -0.292, atom 6 (Si): 0.504

***

Entry 4:
Here is a molecular structure, C5H10O2 from OMol25. Energies are from ωB97M-V/def2-TZVPD.

Cartesian coordinates (Å):
1 C -2.15 -0.52 0.30
2 C -1.84 0.91 0.01
3 O -0.98 1.56 0.56
4 C 1.07 -1.59 -0.32
5 C 1.80 -0.52 -0.66
6 C 1.76 -0.15 0.80
7 O 0.98 -1.37 1.04
8 H -3.17 -0.60 0.72
9 H -2.15 -1.10 -0.63
10 H -1.42 -0.93 1.00
11 H -2.48 1.39 -0.77
12 H 0.71 2.48 -0.78
13 H 0.61 -2.46 -0.78
14 H 2.22 -0.10 -1.56
15 H 1.28 2.62 -1.25
16 H 1.17 0.73 1.07
17 H 2.70 -0.20 1.35

As for the gap between HOMO and LUMO: 9.9551 eV. The LUMO energy comes out at 0.03889 Ha. The charge is 0. As for the HOMO energy: -8.8967 eV.

These are the Löwdin partial charges, in e, on atoms 1 to 6: atom 1 (C): -0.053, atom 2 (C): -0.301, atom 3 (O): -0.012, atom 4 (C): -0.165, atom 5 (C): -0.052, atom 6 (C): -0.158

***

Entry 5:
Here is a molecular structure, C25H29CrF2N2O3PS2 in a non-equilibrium geometry from OMol25. Energies are from ωB97M-V/def2-TZVPD.

Cartesian coordinates (Å):
1 Cr 1.06 0.22 -0.11
2 S 2.31 2.24 -1.38
3 C 1.00 3.40 -1.53
4 C 1.30 4.72 -1.91
5 C 0.34 5.71 -2.08
6 C -1.00 5.40 -1.85
7 C -1.33 4.11 -1.46
8 C -0.37 3.10 -1.30
9 S -0.95 1.49 -0.84
10 H 2.35 4.95 -2.08
11 H 0.64 6.71 -2.38
12 H -1.77 6.16 -1.97
13 H -2.37 3.86 -1.27
14 C 0.51 -3.74 1.35
15 C 1.36 -2.69 0.71
16 O 1.42 -1.55 1.17
17 N 2.16 -3.13 -0.31
18 C 3.06 -2.19 -0.95
19 C 2.49 -1.55 -2.20
20 C 3.03 -1.86 -3.45
21 C 2.49 -1.28 -4.58
22 C 1.41 -0.44 -4.43
23 C 0.94 -0.18 -3.15
24 N 1.48 -0.70 -2.06
25 H -0.19 -3.26 2.03
26 H 1.15 -4.44 1.89
27 H -0.03 -4.29 0.58
28 H 1.61 -3.73 -0.95
29 H 3.98 -2.72 -1.22
30 H 3.32 -1.41 -0.24
31 H 3.86 -2.55 -3.51
32 H 2.91 -1.50 -5.56
33 H 0.95 0.04 -5.28
34 H 0.10 0.48 -2.97
35 C -2.72 -0.66 3.41
36 P -1.96 0.06 1.86
37 C -3.11 -0.76 0.68
38 C -2.70 1.74 2.03
39 C -4.01 2.05 1.69
40 C -4.51 3.34 1.84
41 C -3.69 4.35 2.34
42 C -2.37 4.05 2.68
43 C -1.89 2.76 2.52
44 H -3.78 -0.41 3.51
45 H -2.18 -0.28 4.29
46 H -2.61 -1.75 3.38
47 H -4.11 -0.91 1.10
48 H -2.67 -1.73 0.41
49 H -3.17 -0.17 -0.24
50 H -4.66 1.28 1.27
51 H -5.53 3.57 1.56
52 H -4.06 5.36 2.45
53 H -1.71 4.83 3.04
54 H -0.84 2.54 2.73
55 F 1.56 2.57 1.85
56 C 1.53 1.18 1.71
57 F 2.93 0.81 1.91
58 H 1.08 0.84 2.65
59 C -1.84 -3.11 -2.84
60 C -0.69 -3.24 -1.85
61 O 0.12 -4.20 -2.00
62 O -0.63 -2.36 -0.96
63 H -1.82 -3.92 -3.57
64 H -1.77 -2.15 -3.35
65 H -2.79 -3.12 -2.30

As for the gap between HOMO and LUMO (alpha / beta): 5.1813 / 5.3403 eV. The LUMO energy (alpha / beta) comes out at 0.17665 / 0.17656 Ha. The charge is -2. As for the HOMO energy (alpha / beta): -0.3743 / -0.5358 eV. The spin multiplicity is 5.

These are the Löwdin partial charges, in e, on atoms 1 to 6: atom 1 (Cr): 0.322, atom 2 (S): 0.528, atom 3 (C): -0.699, atom 4 (C): -0.172, atom 5 (C): -0.161, atom 6 (C): -0.159